Record 1
DFT (ωB97M-V/def2-TZVPD) results for a molecular structure, C10H10F3NReS2SbSe4 in a non-equilibrium geometry.

Results
⟨S²⟩: 0.77
Charge: -1
2S+1: 2
E, Ha: -11462.1467
Strongest force on any atom, Eh/bohr: 0.04648
HOMO level (spin up / spin down), eV: -4.33 / -4.33
Relative energy (zero: lowest compared OMol25 entry of this formula, charge and spin), kJ/mol: 0.0
LUMO (spin up / spin down), eV: 0.69 / 0.52

```
32
Properties=species:S:1:pos:R:3:mulliken_charge:R:1
Re -0.63483 -0.43255 0.80099 0.14
C -4.21156 -1.50364 -1.94195 -1.50
C -3.23934 -0.77263 -1.05433 0.35
S -2.25533 -1.80028 0.04561 -0.22
C -3.12121 0.55299 -0.98070 0.62
C -3.90750 1.53144 -1.80335 -1.33
S -1.99503 1.30863 0.18362 -0.28
H -4.03959 -2.57833 -1.89210 0.37
H -4.11451 -1.19406 -2.98408 0.33
H -5.24475 -1.32264 -1.63456 0.34
H -4.68994 1.03466 -2.37612 0.36
H -3.25534 2.06558 -2.49839 0.26
H -4.37791 2.27644 -1.15858 0.32
F 5.31903 -1.09061 -2.26190 -0.25
C 5.21823 -0.03082 -1.44396 0.79
F 6.17543 -0.14220 -0.52011 -0.27
F 5.49353 1.05535 -2.18447 -0.25
C 3.84389 0.05462 -0.83705 0.56
C 2.73491 0.12204 -1.67302 -0.97
C 1.48212 0.15401 -1.11094 -0.06
N 1.28690 0.10512 0.22413 -0.18
C 2.36387 0.11620 1.03087 -0.21
C 3.65308 0.07482 0.52948 -0.70
H 2.84175 0.16143 -2.74793 0.39
H 0.59438 0.21770 -1.72792 0.43
H 2.16068 0.16096 2.09220 0.43
H 4.48539 0.06824 1.21761 0.47
Se -2.78627 -0.16946 6.42701 -0.58
Sb -0.51813 -0.02920 5.66505 0.69
Se -0.75910 -0.14182 2.96310 0.17
Se 0.89859 -1.95464 5.95792 -0.60
Se 0.59860 2.10265 5.69388 -0.61
```

---

Record 2
DFT (ωB97M-V/def2-TZVPD) results for a molecular structure, C30H30BrF5N2O3PS2Ti in a non-equilibrium geometry.

Results
⟨S²⟩: 0.76
2S+1: 2
E, Ha: -6557.1122
Strongest force on any atom, Eh/bohr: 0.03510
HOMO level (spin up / spin down), eV: -7.83 / -7.88
Relative energy (zero: lowest compared OMol25 entry of this formula, charge and spin), kJ/mol: 212.2
LUMO (spin up / spin down), eV: -1.18 / -1.14

```
75
Properties=species:S:1:pos:R:3:mulliken_charge:R:1
Ti 0.14770 -0.00358 0.53804 0.19
Br -6.34660 3.53795 0.15032 -0.20
C -4.78843 2.48240 0.01156 -0.37
C -4.68602 1.52701 -0.99505 -0.44
C -3.54751 0.75287 -1.10666 -0.74
C -2.49521 0.94248 -0.22417 0.38
O -1.37414 0.19975 -0.34963 -0.06
C -2.61154 1.87267 0.80811 0.16
C -1.61359 1.96507 1.88702 -0.05
N -0.58360 1.23884 1.91043 1.09
C 0.24817 0.99934 3.06214 -0.76
C 0.82292 1.91513 3.86977 -0.29
C 1.61974 1.48201 4.96384 -0.95
C 1.79708 0.15857 5.22258 -0.90
C 1.19606 -0.81670 4.38720 0.99
C 1.29975 -2.21505 4.58650 -0.72
C 0.67888 -3.06899 3.73560 -0.74
C -0.02645 -2.53925 2.62913 -0.26
N -0.15276 -1.26148 2.40799 -0.06
C 0.44299 -0.39421 3.29569 1.06
C -3.76540 2.64451 0.91602 -0.80
H -5.50439 1.39049 -1.69168 0.45
H -3.44977 0.00366 -1.88089 0.58
H -1.82637 2.61333 2.73750 0.43
H 0.69509 2.96576 3.65853 0.52
H 2.09101 2.22374 5.59704 0.44
H 2.40090 -0.16447 6.06274 0.44
H 1.88294 -2.59248 5.42008 0.44
H 0.75517 -4.14162 3.85382 0.42
H -0.47206 -3.20151 1.89805 0.42
H -3.85813 3.36180 1.72379 0.44
C -0.82019 -0.93199 -3.39387 -0.53
C -0.89358 0.45229 -3.50463 -0.42
C 0.26727 1.20950 -3.51880 -0.25
C 1.50482 0.58728 -3.41456 -0.62
C 1.58240 -0.79317 -3.31561 -0.11
C 0.41689 -1.55411 -3.30974 -0.42
H -1.72366 -1.53268 -3.40667 0.35
H -1.85122 0.94923 -3.60374 0.44
H 0.20600 2.28523 -3.61100 0.52
H 2.40920 1.18228 -3.42161 0.35
H 2.54727 -1.27792 -3.25466 0.32
H 0.47847 -2.63488 -3.24879 0.39
F 2.16358 -0.90318 1.10168 -0.29
C 2.16267 -1.52430 -0.25435 -0.49
F 0.70519 -1.91328 -0.29949 -0.34
C 2.81412 -2.86233 0.01495 0.92
F 2.35067 -3.55932 1.08808 -0.21
F 2.63528 -3.65106 -1.05191 -0.25
F 4.12011 -2.68284 0.21786 -0.26
C 0.95621 5.87312 2.99880 -1.77
C 0.46054 5.53249 1.60985 0.74
C -1.02974 5.80066 1.44875 -1.33
O 0.79299 4.13204 1.38490 -0.32
P 1.07059 3.65415 -0.14272 1.05
S -0.37439 4.08463 -1.33339 -0.58
S 1.72060 1.72558 -0.11457 -0.37
O 2.33817 4.53644 -0.51547 -0.27
C 3.67227 4.66267 0.02583 0.63
C 3.86708 6.13433 0.32268 -1.46
C 3.95499 3.79481 1.23751 -1.08
H 0.85379 6.94745 3.17307 0.43
H 2.00623 5.60163 3.12638 0.36
H 0.36553 5.36131 3.76463 0.41
H 1.02567 6.10906 0.87889 0.34
H -1.60139 4.90713 1.70681 0.07
H -1.29468 6.06310 0.42683 0.36
H -1.33264 6.61000 2.11877 0.43
H 4.32933 4.37024 -0.79231 0.35
H 3.27417 6.43002 1.19411 0.23
H 3.56342 6.74143 -0.53078 0.32
H 4.91845 6.33814 0.54150 0.46
H 3.22327 3.97664 2.03042 0.07
H 4.94513 4.06618 1.61288 0.48
H 3.94472 2.73139 1.00746 0.30
```

---

Record 3
DFT (ωB97M-V/def2-TZVPD) results for a gas-phase ion, C3H8N (charge +1) in a non-equilibrium geometry.

Results
Charge: +1
E, Ha: -173.5811
Strongest force on any atom, Eh/bohr: 0.03091
HOMO level, eV: -15.30
Relative energy (zero: lowest compared OMol25 entry of this formula, charge and spin), kJ/mol: 4.4
LUMO, eV: -3.83

```
12
Properties=species:S:1:pos:R:3:mulliken_charge:R:1
C 1.25811 0.22113 -0.53824 -1.24
C -0.10992 0.23610 0.01536 0.78
C -0.95390 1.20055 0.26800 -0.87
N -0.58982 -1.17492 0.32756 -0.32
H 1.98169 0.12619 0.26859 0.34
H 1.48831 -0.56137 -1.26843 0.38
H 1.49230 1.19643 -0.94294 0.35
H -1.97249 1.08259 0.61012 0.27
H -0.57384 2.20356 0.08754 0.25
H -0.07666 -1.51992 1.14282 0.37
H -0.34757 -1.78710 -0.45377 0.37
H -1.59622 -1.22325 0.48339 0.34
```

---

Record 4
DFT (ωB97M-V/def2-TZVPD) results for a single C4H4OS2 molecule in a non-equilibrium geometry.

Results
E, Ha: -1026.3725
Strongest force on any atom, Eh/bohr: 0.04230
HOMO level, eV: -9.22
Relative energy (zero: lowest compared OMol25 entry of this formula, charge and spin), kJ/mol: 110.4
LUMO, eV: -1.64

```
11
Properties=species:S:1:pos:R:3:mulliken_charge:R:1
C -0.56472 0.21230 -1.35635 0.57
C -0.64023 -0.06727 0.14860 0.20
C 0.77608 -0.41718 0.64611 -0.09
C 1.18303 -0.40217 1.97591 -0.67
H -1.43204 0.89846 -3.31119 0.15
H 1.51047 -0.48808 -0.18772 0.28
H 2.19266 -0.61091 2.34682 0.25
H 0.55476 -0.14810 2.83228 0.23
O 0.49909 0.19059 -1.91438 -0.51
S -2.08644 0.80876 -2.18189 -0.19
S -1.99267 0.02359 1.00181 -0.22
```

---

Record 5
DFT (ωB97M-V/def2-TZVPD) results for a single CH2N2O2 molecule in a non-equilibrium geometry.

Results
E, Ha: -299.1652
Strongest force on any atom, Eh/bohr: 0.06387
HOMO level, eV: -10.26
Relative energy (zero: lowest compared OMol25 entry of this formula, charge and spin), kJ/mol: 450.8
LUMO, eV: 0.14

```
7
Properties=species:S:1:pos:R:3:mulliken_charge:R:1
C -0.97129 -0.57039 0.08476 0.22
N 1.39874 -1.13539 0.08906 0.07
N 0.21673 -1.26147 0.20697 -0.06
O -1.86086 -0.86390 -0.72916 -0.48
O 2.01411 -0.11445 -0.53566 -0.33
H -1.14986 -0.14093 1.12252 0.26
H 1.59275 0.49382 -1.14397 0.32
```